DFT (the ωB97M-V functional and the def2-TZVPD basis) results for a molecular structure, C21H24N6O2Pt.

HOMO energy (spin up / spin down), eV: -7.32 / -7.31
HOMO-LUMO gap (spin up / spin down), eV: 7.1 / 7.1
E_LUMO (spin up / spin down), eV: -0.2379 / -0.2365
Total charge: 0

Last column: Löwdin charge in e.
Element x y z (Å)
Pt1 0.18365 1.17878 -0.38245  1.179
O1 -1.46275 0.04728 0.73665  -0.204
C1 -2.72945 0.18228 0.76515  -0.371
C2 -3.50765 -0.82342 1.41335  -0.022
C3 -4.85975 -0.70492 1.57485  -0.092
C4 -5.54695 0.42188 1.11425  -0.114
C5 -4.84635 1.38078 0.43445  -0.064
C6 -3.46255 1.27808 0.20525  -0.151
C7 -2.84245 2.30128 -0.56485  -0.088
N1 -1.62345 2.34848 -0.95455  -0.101
C8 -1.12935 3.52558 -1.61995  -0.226
C9 -0.19155 4.23678 -0.63595  -0.217
N2 0.86525 3.32558 -0.27595  -0.085
C10 2.01205 3.80428 0.04415  -0.096
C11 3.20445 3.09678 0.34175  -0.147
C12 4.34835 3.87498 0.60875  -0.064
C13 5.58835 3.32068 0.75685  -0.112
C14 5.73885 1.93938 0.58845  -0.088
C15 4.65335 1.14638 0.35515  -0.017
C16 3.32445 1.66648 0.27935  -0.364
O2 2.36305 0.84358 0.14865  -0.170
H1 -2.98395 -1.68822 1.79555  0.099
H2 -5.40465 -1.49642 2.06765  0.101
H3 -6.60415 0.53658 1.29615  0.093
H4 -5.36125 2.24598 0.04545  0.104
H5 -3.51455 3.12048 -0.86075  0.135
H6 -1.94365 4.19748 -1.93065  0.120
H7 -0.55005 3.22548 -2.49935  0.116
H8 -0.75555 4.49118 0.27025  0.128
H9 0.20615 5.16178 -1.07375  0.121
H10 2.11855 4.89778 0.04395  0.135
H11 4.23525 4.94868 0.67695  0.106
H12 6.44275 3.94368 0.96995  0.094
H13 6.72955 1.50918 0.63155  0.103
H14 4.76275 0.08028 0.21885  0.109
C17 -0.18385 -5.45592 -1.37785  -0.078
C18 -0.05665 -5.00362 0.07335  -0.402
C19 -1.32015 -4.28982 0.54805  -0.072
C20 1.18595 -4.10822 0.24695  -0.111
N3 1.07415 -2.88992 -0.50305  -0.093
C21 0.58105 -1.71292 -0.09285  -0.143
N4 0.59785 -0.89272 -1.12255  -0.105
N5 1.11045 -1.56852 -2.13985  0.003
N6 1.39635 -2.75022 -1.79085  0.064
H15 -1.00915 -6.15452 -1.48545  0.079
H16 0.73035 -5.94882 -1.69915  0.078
H17 -0.36295 -4.61102 -2.03885  0.070
H18 0.11225 -5.88452 0.70285  0.136
H19 -1.51985 -3.39612 -0.03895  0.075
H20 -1.22835 -4.00672 1.59275  0.079
H21 -2.17955 -4.94582 0.45285  0.082
H22 2.07635 -4.63842 -0.09785  0.131
H23 1.31345 -3.83602 1.29765  0.134
H24 0.22575 -1.47122 0.88765  0.123

***

DFT (the ωB97M-V functional and the def2-TZVPD basis) results for a single C21H24O6 molecule.

HOMO energy, eV: -8.12
HOMO-LUMO gap, eV: 8.5
E_LUMO, eV: 0.3969
SMILES string: CCOC(=O)CCc1c(C)c2ccc(O[C@H]3CCCCC3=O)cc2oc1=O
Total charge: 0

Last column: Löwdin charge in e.
Element x y z (Å)
C1 3.58932 2.20299 -0.55066  -0.054
C2 3.73766 0.82686 0.08118  -0.192
O1 3.18753 0.77037 1.40148  -0.014
C3 3.84859 1.40512 2.37119  -0.490
O2 4.89905 1.97060 2.22006  0.119
C4 3.13592 1.27667 3.70326  -0.061
C5 1.71975 1.87658 3.67223  -0.113
C6 0.82289 1.14628 2.71369  -0.099
C7 0.31176 -0.09521 2.92359  -0.141
C8 0.50698 -0.84958 4.20224  -0.020
C9 -0.43989 -0.73022 1.86895  -0.105
C10 -0.97580 -2.02500 1.93991  -0.009
C11 -1.64164 -2.57762 0.87807  0.011
C12 -1.80517 -1.86894 -0.32349  -0.244
O3 -2.49013 -2.53291 -1.28413  0.015
C13 -2.69543 -1.96479 -2.56319  -0.234
C14 -3.74303 -0.84097 -2.55183  -0.125
C15 -3.91622 -0.24501 -3.94336  -0.193
C16 -2.58301 0.28691 -4.45453  -0.188
C17 -1.56040 -0.84367 -4.55959  -0.104
C18 -1.38570 -1.59737 -3.26331  -0.354
O4 -0.31523 -1.95224 -2.84504  0.132
C19 -1.28608 -0.58877 -0.41740  0.075
C20 -0.61302 -0.03325 0.66654  -0.163
O5 -0.14731 1.22336 0.49932  0.145
C21 0.55722 1.86619 1.47241  -0.411
O6 0.90446 3.00230 1.24437  0.108
H1 2.55869 2.54132 -0.48382  0.064
H2 3.88561 2.15384 -1.59474  0.078
H3 4.22235 2.91976 -0.03441  0.076
H4 4.79513 0.54459 0.13155  0.124
H5 3.17807 0.07219 -0.47635  0.125
H6 3.08658 0.21557 3.95349  0.119
H7 3.73953 1.79303 4.45036  0.126
H8 1.78180 2.91687 3.34747  0.124
H9 1.30759 1.85777 4.68309  0.118
H10 0.95842 -0.23025 4.96933  0.073
H11 -0.45252 -1.20879 4.57084  0.091
H12 1.14750 -1.71396 4.03044  0.101
H13 -0.85800 -2.60436 2.84100  0.109
H14 -2.04794 -3.57463 0.93455  0.120
H15 -3.10309 -2.80400 -3.14772  0.176
H16 -3.44139 -0.06094 -1.85213  0.114
H17 -4.68558 -1.25749 -2.19066  0.126
H18 -4.64813 0.56289 -3.90071  0.115
H19 -4.29576 -1.00621 -4.62877  0.118
H20 -2.20988 1.05630 -3.77534  0.120
H21 -2.71140 0.74621 -5.43592  0.113
H22 -1.89804 -1.56865 -5.30611  0.132
H23 -0.58587 -0.46720 -4.87496  0.125
H24 -1.34676 0.00744 -1.31244  0.123